(1)
# C6H12N2PSTc

C6H12N2PSTc as an isolated structure (the ωB97M-V functional and the def2-TZVPD basis, the OMol25 dataset).

```
23
C6H12N2PSTc, DFT the ωB97M-V functional and the def2-TZVPD basis
C 0.41 0.09 -2.97
C -0.84 -0.60 -2.90
C -0.64 -1.79 -2.08
C 0.74 -1.84 -1.68
C 1.37 -0.64 -2.19
Tc -0.20 -0.05 -0.79
P -0.54 2.28 -0.53
H 0.64 0.95 -3.61
H -1.75 -0.35 -3.44
H -1.39 -2.56 -1.87
H 2.44 -0.46 -2.16
H 1.23 -2.64 -1.11
H -1.50 2.60 0.44
H -1.06 3.14 -1.53
H 0.49 3.13 -0.09
N -0.07 -1.21 3.68
C 0.05 -0.18 2.85
N 0.01 1.05 3.40
S 0.73 -0.75 1.14
H -0.08 -1.06 4.70
H -0.01 -2.18 3.41
H 0.02 1.94 2.93
H -0.04 1.14 4.43
```

Computed properties:
**Molecular weight**: 273.217 u
**Charge**: +1
**Energy relative to the best compared isomer or geometry (same formula, charge and spin)**: 0.1 kcal/mol
**Multiplicity**: 4


(2)
# C2H6O2S

A 2-piece molecular cluster, C2H6O2S overall (the ωB97M-V functional and the def2-TZVPD basis, the OMol25 dataset).

```
11
C2H6O2S, DFT the ωB97M-V functional and the def2-TZVPD basis
C -3.28 -1.28 1.06
S -2.06 -0.95 -0.23
H -3.10 -2.26 1.51
H -3.31 -0.55 1.87
H -4.29 -1.33 0.67
H -2.97 -0.58 -1.13
O 3.40 2.14 -2.07
C 3.54 1.67 -0.99
O 4.68 1.03 -0.65
H 2.77 1.60 -0.21
H 4.61 0.52 0.16
```

Computed properties:
**Molecular weight**: 94.135 u
**Structure (SMILES)**: O=CO.CS
**Energy relative to the best compared isomer or geometry (same formula, charge and spin)**: 10.5 kcal/mol